Record 1
{
  "formula": "C2H3O3",
  "method": "ωB97M-V/def2-TZVPD",
  "charge": -1,
  "fmax_ev_per_a": 5.19,
  "energy_ha": -303.605867,
  "e_homo_ev": -3.229,
  "species": ["C", "C", "O", "O", "O", "H", "H", "H"],
  "xyz": [[-0.4210, 0.4250, 1.5562], [-0.6661, -0.4910, -0.5964], [1.7060, 0.4444, -0.5226], [0.1639, -0.4020, 2.1522], [-1.3447, -0.1967, 0.3479], [-0.9262, 0.0183, -1.5522], [0.3560, -0.8374, -0.5389], [1.1320, 1.0393, -0.8462]],
  "atomic_forces_ev_per_a": [[2.55, 0.48, 4.09], [1.52, 0.42, -3.28], [2.77, -3.54, 1.67], [-0.85, 0.83, -0.69], [-3.55, -0.58, 0.21], [-0.12, -0.67, -0.17], [0.60, -0.74, 0.15], [-2.93, 3.81, -1.97]]
}



Record 2
{
  "formula": "ClH3N2S2",
  "method": "ωB97M-V/def2-TZVPD",
  "charge": 0,
  "fmax_ev_per_a": 1.98,
  "energy_ha": -1367.763527,
  "e_homo_ev": -8.931,
  "smiles": "[H]/N=[N+](/[S-])S.Cl",
  "species": ["N", "N", "S", "S", "Cl", "H", "H", "H"],
  "xyz": [[0.7950, 1.4067, -0.3341], [0.8073, 0.1867, -0.1520], [2.4345, -0.6418, 0.4023], [-0.5183, -0.7727, -0.3020], [-3.6002, -0.5944, 0.2401], [1.5510, 1.9091, 0.1105], [1.6963, -1.6352, 0.7810], [-3.1657, 0.1417, -0.7457]],
  "atomic_forces_ev_per_a": [[-0.74, 0.68, -0.02], [1.14, -0.54, 0.63], [-0.81, 1.65, -0.72], [0.44, -0.29, -0.31], [-0.20, 0.38, -0.52], [0.83, -0.25, -0.18], [-0.46, -1.22, 0.51], [-0.20, -0.41, 0.61]]
}



Record 3
{
  "formula": "C23H29FN2O4",
  "method": "ωB97M-V/def2-TZVPD",
  "charge": 0,
  "fmax_ev_per_a": 4.48,
  "energy_ha": -1403.982911,
  "e_homo_ev": -5.188,
  "species": ["C", "C", "N", "F", "C", "C", "C", "C", "C", "C", "H", "H", "H", "H", "H", "H", "H", "H", "H", "H", "H", "C", "N", "C", "C", "C", "C", "C", "C", "C", "C", "O", "O", "C", "C", "C", "O", "C", "O", "C", "C", "H", "H", "H", "H", "H", "H", "H", "H", "H", "H", "H", "H", "H", "H", "H", "H", "H", "H"],
  "xyz": [[1.4979, 0.2333, -4.4378], [0.2812, -0.6112, -4.5630], [-0.5379, -0.8293, -3.5114], [-0.1288, -0.3067, -2.1519], [-1.6065, -1.6511, -3.5779], [-2.4385, -1.9307, -2.3811], [-1.9134, -2.2718, -4.7870], [-1.1279, -2.0384, -5.9268], [-1.4795, -2.6625, -7.2384], [-0.0102, -1.2137, -5.7789], [1.9616, 0.2497, -5.4295], [1.2892, 1.2713, -4.1586], [2.2373, -0.1818, -3.7440], [-3.2526, -2.5807, -2.7167], [-1.8956, -2.4756, -1.5981], [-2.8926, -1.0353, -1.9400], [-2.7694, -2.9448, -4.8078], [-0.7548, -2.3690, -8.0026], [-1.4833, -3.7554, -7.1711], [-2.4743, -2.3488, -7.5719], [0.6776, -1.0280, -6.6117], [-0.7383, -3.7113, 1.0070], [-0.2493, -3.5275, 2.3578], [-0.2251, -4.7446, 3.1361], [0.1116, -2.2848, 2.8913], [-0.8416, -1.4889, 3.5657], [-0.4978, -0.2275, 4.0189], [0.8047, 0.2359, 3.8460], [1.1467, 1.6666, 4.1974], [0.9186, 2.5300, 3.0372], [2.0315, 2.9152, 2.2173], [3.1194, 2.3677, 2.2581], [1.8128, 3.9584, 1.3468], [0.7412, 4.8575, 1.7002], [1.1144, 5.7084, 2.9054], [0.4782, 5.7119, 0.4592], [-0.4776, 4.1257, 1.9429], [-0.3807, 3.1234, 2.8808], [-1.3563, 2.7879, 3.5264], [1.7675, -0.5442, 3.2097], [1.4306, -1.7993, 2.7390], [-0.7423, -2.7699, 0.4456], [-0.1047, -4.4399, 0.4826], [-1.7588, -4.1206, 1.0346], [0.1496, -4.5449, 4.1447], [-1.2361, -5.1695, 3.1985], [0.4242, -5.4820, 2.6447], [-1.8585, -1.8622, 3.6719], [-1.2398, 0.4385, 4.4628], [0.4812, 2.0269, 4.9942], [2.2127, 1.7487, 4.4492], [1.3098, 5.1090, 3.8002], [2.0095, 6.2906, 2.6680], [0.2991, 6.4066, 3.1180], [0.2213, 5.0490, -0.3695], [-0.3521, 6.3930, 0.6514], [1.3759, 6.2784, 0.2076], [2.7604, -0.1197, 3.0465], [2.1589, -2.4120, 2.2119]],
  "atomic_forces_ev_per_a": [[0.56, 0.27, -0.25], [0.78, 0.50, 0.35], [0.77, 0.28, 1.75], [-1.26, -1.41, -4.06], [-0.46, -0.35, 0.67], [-0.55, -0.28, 0.41], [0.68, 0.66, -0.06], [-0.21, -0.08, 0.42], [0.24, -0.01, -0.30], [-0.37, -0.06, 0.13], [-0.01, 0.09, 0.28], [-0.13, -0.26, 0.17], [-0.31, 0.06, 0.08], [0.12, 0.16, 0.20], [0.08, 0.30, -0.16], [0.33, -0.07, -0.09], [0.22, 0.27, -0.01], [-0.16, -0.10, 0.07], [-0.02, 0.15, 0.07], [0.13, -0.02, 0.14], [-0.40, -0.04, 0.41], [0.23, 0.13, 0.69], [-0.23, -0.96, -0.60], [0.00, 0.44, -0.22], [0.29, 1.21, 0.45], [0.49, -0.45, -0.58], [0.05, -0.02, 0.12], [0.14, 0.54, 0.18], [0.03, -0.69, 0.47], [-0.34, 2.02, -1.50], [-1.51, -0.83, 1.43], [0.73, 0.24, -0.59], [-0.26, 0.81, -0.33], [-0.20, -0.80, -0.33], [0.06, 0.18, 0.11], [0.08, -0.37, 0.32], [0.22, 0.83, -0.46], [1.99, -0.99, 0.55], [-0.90, 0.31, -0.14], [0.01, -0.01, 0.05], [-0.80, -0.31, -0.06], [0.07, -0.09, 0.26], [-0.04, -0.01, -0.22], [-0.11, 0.01, -0.21], [-0.09, -0.04, -0.23], [0.02, -0.17, 0.17], [0.00, -0.17, 0.17], [0.13, 0.00, -0.01], [0.24, -0.21, -0.08], [0.36, -0.23, 0.13], [-0.29, -0.11, 0.30], [-0.07, 0.01, -0.27], [-0.06, -0.10, 0.02], [0.06, -0.12, -0.02], [0.02, 0.08, 0.06], [0.06, -0.04, -0.01], [-0.06, -0.02, 0.01], [-0.26, -0.13, 0.07], [-0.10, 0.00, 0.08]]
}



Record 4
{
  "formula": "C28H62N2O4",
  "method": "ωB97M-V/def2-TZVPD",
  "charge": 0,
  "fmax_ev_per_a": 5.04,
  "energy_ha": -1513.853451,
  "e_homo_ev": -7.469,
  "smiles": "CCN(CC)CC.CCN(CC)CC.C1CCOC1.C1CCOC1.C1CCOC1.C1CCOC1",
  "species": ["C", "C", "C", "O", "C", "H", "H", "H", "H", "H", "H", "H", "H", "C", "C", "C", "O", "C", "H", "H", "H", "H", "H", "H", "H", "H", "C", "C", "C", "O", "C", "H", "H", "H", "H", "H", "H", "H", "H", "C", "C", "C", "O", "C", "H", "H", "H", "H", "H", "H", "H", "H", "C", "C", "N", "C", "C", "C", "C", "H", "H", "H", "H", "H", "H", "H", "H", "H", "H", "H", "H", "H", "H", "H", "C", "C", "N", "C", "C", "C", "C", "H", "H", "H", "H", "H", "H", "H", "H", "H", "H", "H", "H", "H", "H", "H"],
  "xyz": [[-4.1451, -1.6580, -1.5671], [-4.7583, -0.8959, -0.3930], [-5.8525, -0.1050, -1.0795], [-5.8683, -0.5006, -2.4122], [-5.1857, -1.6581, -2.6005], [-3.7630, -2.6509, -1.3298], [-3.3214, -1.0383, -1.9213], [-3.9479, -0.4108, 0.1510], [-5.0505, -1.6930, 0.2907], [-5.6504, 0.9650, -1.1283], [-6.7842, -0.3008, -0.5486], [-4.6828, -1.5006, -3.5546], [-5.7332, -2.5978, -2.5278], [-12.8207, -4.7242, -1.0825], [-12.3980, -3.3106, -1.3325], [-10.8738, -3.2364, -1.2506], [-10.5001, -4.6223, -0.8006], [-11.6962, -5.2508, -0.2480], [-12.9406, -5.2639, -2.0219], [-13.8095, -4.7572, -0.6251], [-12.7821, -2.6688, -0.5396], [-12.8036, -2.9292, -2.2696], [-10.5828, -2.4059, -0.6074], [-10.5493, -3.2847, -2.2901], [-11.8750, -5.1768, 0.8247], [-11.6469, -6.3303, -0.3907], [-8.2907, 0.5398, -1.9407], [-8.9876, 0.2152, -0.6299], [-10.0021, -0.8748, -0.9333], [-9.7397, -1.3712, -2.2273], [-8.4095, -0.8620, -2.6007], [-7.2809, 0.9490, -1.9089], [-8.8212, 1.2197, -2.6072], [-9.4580, 1.0938, -0.1883], [-8.2299, -0.1536, 0.0613], [-10.9844, -0.4799, -1.1922], [-9.9858, -1.5952, -0.1154], [-8.4370, -0.8794, -3.6902], [-7.5962, -1.5107, -2.2753], [-9.9345, 4.1888, -2.5129], [-10.4332, 4.2183, -1.0355], [-9.4569, 3.3779, -0.4326], [-8.7934, 2.6949, -1.4392], [-9.4147, 2.7813, -2.7490], [-9.1641, 4.9418, -2.6794], [-10.7306, 4.4609, -3.2059], [-11.3960, 3.7105, -0.9774], [-10.4666, 5.2059, -0.5756], [-10.0561, 2.6753, 0.1465], [-8.8423, 4.0741, 0.1381], [-10.1588, 1.9984, -2.8952], [-8.7507, 2.8644, -3.6094], [-8.0610, 2.9165, 1.3829], [-7.4805, 1.7832, 0.4300], [-5.9757, 1.7294, 0.3863], [-5.2887, 1.4057, 1.6333], [-5.6899, 0.1374, 2.3513], [-5.4666, 2.9783, -0.1332], [-3.9920, 3.0237, -0.6097], [-7.8819, 3.9278, 1.0179], [-7.6732, 2.9173, 2.4015], [-9.1165, 2.7713, 1.6132], [-7.7780, 0.7952, 0.7814], [-7.9109, 1.9892, -0.5500], [-4.2730, 1.2725, 1.2610], [-5.4567, 2.2647, 2.2829], [-5.0068, -0.2057, 3.1284], [-6.6714, 0.3052, 2.7947], [-5.7787, -0.6700, 1.6245], [-5.6801, 3.7950, 0.5563], [-5.9877, 3.3265, -1.0249], [-3.8972, 4.0552, -0.9491], [-3.8428, 2.3523, -1.4554], [-3.1947, 2.8352, 0.1092], [-11.4201, 1.2412, -0.3742], [-11.4254, 0.1604, 0.7098], [-12.5209, 0.3920, 1.6105], [-12.3809, 1.3818, 2.6353], [-11.3222, 1.1225, 3.7082], [-13.2613, -0.8065, 2.0212], [-14.6155, -0.6286, 2.6973], [-12.3606, 1.2152, -0.9246], [-10.5441, 1.2259, -1.0227], [-11.3028, 2.1958, 0.1386], [-11.5299, -0.8057, 0.2160], [-10.4285, 0.1913, 1.1496], [-13.3518, 1.6083, 3.0760], [-12.0545, 2.3208, 2.1883], [-10.3024, 1.0325, 3.3340], [-11.6118, 0.2421, 4.2819], [-11.2338, 2.0681, 4.2431], [-13.3495, -1.3893, 1.1043], [-12.5477, -1.5160, 2.4400], [-14.6412, -0.3021, 3.7369], [-15.2000, 0.1380, 2.1885], [-15.1396, -1.5833, 2.6542]],
  "atomic_forces_ev_per_a": [[2.03, 0.41, 0.78], [1.35, -1.79, -0.12], [1.31, 0.14, 0.21], [-0.78, 0.28, -1.08], [1.31, -0.91, -1.40], [0.04, 0.06, 0.11], [0.32, -0.20, -0.15], [-0.33, 0.58, -0.20], [-0.81, 0.26, 0.08], [-0.07, -1.37, -0.22], [0.50, -0.04, -0.44], [-0.35, -0.91, -0.47], [-0.73, -0.03, -0.37], [-0.78, 0.02, -0.26], [-0.47, 1.49, 0.21], [-1.89, -4.48, -1.33], [-1.18, 0.54, 1.44], [0.69, -0.96, -0.78], [0.37, -0.15, -0.05], [0.05, -0.10, 0.31], [-0.41, 0.07, 0.08], [0.12, 0.13, -0.04], [-0.73, -3.41, -0.96], [0.56, 0.56, 0.67], [0.36, 0.88, 0.25], [0.58, -0.11, -0.18], [-0.88, -2.42, -2.32], [-0.20, -0.96, -0.70], [1.30, 2.07, -2.39], [3.16, 0.92, -0.52], [-0.58, -0.22, -0.23], [-0.93, -0.31, -0.05], [0.46, -2.18, 0.56], [1.28, -1.27, 0.28], [-1.26, -1.20, -0.75], [0.47, -0.69, 0.64], [1.11, 1.35, 0.16], [0.30, 0.24, -0.02], [-0.65, -0.34, 0.16], [-2.19, 1.28, -0.79], [-1.95, 1.28, -3.02], [-0.92, 1.29, 0.00], [0.37, 0.97, -2.61], [-1.03, 3.75, 1.25], [0.32, -0.24, 0.12], [-0.17, 0.03, -0.10], [-0.44, 0.56, -0.24], [-0.31, 0.02, -0.29], [1.76, 0.72, 0.40], [-0.68, -0.95, -1.48], [-0.36, 0.49, -0.11], [0.54, -0.64, 0.44], [1.85, -1.21, 2.79], [2.57, 1.58, 3.41], [-1.86, 2.04, 1.84], [0.12, 0.34, -0.50], [-1.06, -0.16, -0.49], [0.77, 0.33, -0.20], [-0.55, 0.18, 0.21], [0.79, -0.59, 1.00], [0.90, -0.48, 0.23], [0.35, 0.10, -0.08], [0.75, 1.82, 1.08], [1.85, -0.69, 1.36], [0.36, 0.52, 0.82], [0.79, 0.20, 0.59], [0.14, 0.39, -0.05], [-0.08, -0.25, 0.23], [-0.18, 0.06, 0.37], [0.38, 0.31, 0.53], [-0.63, -0.61, -0.21], [0.43, -0.04, -0.22], [0.00, 0.01, -0.06], [-0.28, -0.02, 0.24], [-1.55, 0.82, 0.23], [-1.06, 0.81, 0.35], [-1.48, -0.08, 0.40], [1.14, 0.61, -0.28], [-0.25, 0.31, -0.13], [1.25, -0.40, -1.16], [0.18, 0.09, -0.03], [-0.06, 0.10, -0.02], [-1.82, 0.30, -0.35], [-1.47, -0.39, 0.01], [-0.93, 0.46, 1.39], [-0.09, -0.30, 0.77], [0.01, -0.21, 0.13], [-0.22, 0.23, -0.43], [-0.08, -0.53, -0.45], [0.35, 0.26, 0.48], [-0.35, -0.30, 0.86], [-0.97, 0.31, -0.47], [-0.08, -0.12, 1.59], [0.57, -0.16, 0.14], [-0.03, -0.16, -0.39], [-0.11, 0.08, -0.04]]
}



Relative energy (zero: lowest compared OMol25 entry of this formula, charge and spin) (kJ/mol)
472.2; 0.0; 671.3; 1476.1